{"formula": "C32H43B2N6O17Pb3", "method": "ωB97M-V with the def2-TZVPD basis set", "charge": 3, "e_homo_ev": -14.0, "orbital_gap_ha": 0.07360, "total_energy_ha": -3479.84017, "mol_weight_g_mol": 1426.945, "symbols": ["Pb", "Pb", "Pb", "O", "C", "O", "B", "O", "C", "O", "O", "C", "O", "C", "O", "O", "O", "C", "O", "B", "O", "C", "O", "O", "C", "O", "C", "O", "O", "O", "H", "C", "C", "C", "C", "N", "H", "H", "H", "H", "H", "H", "H", "C", "C", "C", "C", "N", "H", "H", "H", "H", "H", "H", "H", "C", "C", "C", "C", "N", "H", "H", "H", "H", "H", "H", "H", "C", "C", "C", "C", "N", "H", "H", "H", "H", "H", "H", "H", "C", "C", "C", "C", "N", "H", "H", "H", "H", "H", "H", "H", "C", "C", "C", "C", "N", "H", "H", "H", "H", "H", "H", "H"], "positions_angstrom": [[7.80610, -0.33438, 2.06678], [-5.27626, -6.69573, 0.09294], [-3.50345, -5.45165, -4.84525], [-2.47866, -3.36748, 1.18966], [-1.73967, -2.49202, 0.71692], [-0.98191, -1.77398, 1.50278], [-0.15652, -0.88638, 0.67992], [-0.68573, -1.02268, -0.71114], [-1.61448, -1.94768, -0.71311], [-2.34916, -2.37299, -1.62378], [1.29760, -1.29860, 0.73565], [2.00037, -0.32747, 1.16407], [3.26139, -0.30088, 1.24977], [1.03655, 0.89962, 1.41265], [-0.17706, 0.50221, 1.12374], [1.30656, 2.00287, 1.85633], [6.78818, -1.61592, -1.95192], [6.09000, -2.31476, -2.63713], [5.07085, -2.98058, -2.26173], [4.46680, -3.70378, -3.39650], [5.44718, -3.53057, -4.46112], [6.30692, -2.61572, -4.10022], [7.27363, -2.35007, -4.87018], [3.16619, -3.31627, -3.91643], [2.26179, -4.26484, -3.79791], [1.10005, -4.15643, -4.12864], [2.98272, -5.47567, -3.15633], [4.28608, -5.17571, -3.10574], [2.53128, -6.58850, -2.82685], [-2.32569, -6.58458, -1.71805], [-2.11783, -5.63311, -1.64044], [-2.91013, 4.12489, -4.67063], [-2.31432, 2.88034, -4.08421], [-1.42737, 2.07393, -5.01145], [-0.58683, 2.83835, -5.88765], [0.05792, 3.48061, -6.60821], [-3.45065, 3.94850, -5.60060], [-2.26059, 4.98761, -4.81866], [-3.76324, 4.43456, -4.06699], [-3.15263, 2.22392, -3.85086], [-1.77531, 3.02011, -3.14717], [-1.97220, 1.51017, -5.76871], [-0.81582, 1.32669, -4.50574], [6.31532, 4.76111, 8.04587], [4.84626, 4.50710, 7.74977], [4.57026, 4.56548, 6.27733], [5.45700, 3.64450, 5.44546], [6.14800, 2.90352, 4.87809], [6.39972, 5.83020, 7.85086], [7.04148, 4.21495, 7.44378], [6.37081, 4.64150, 9.12786], [4.15944, 5.23040, 8.18934], [4.63818, 3.53300, 8.19239], [4.78199, 5.57653, 5.92942], [3.52892, 4.31741, 6.07201], [-6.05159, -1.77462, 4.79324], [-7.26065, -0.85443, 4.45372], [-8.34878, -1.52126, 3.53525], [-7.96311, -2.60549, 2.61093], [-7.53417, -3.39096, 1.87725], [-6.24522, -2.75548, 5.22742], [-5.48988, -1.31392, 5.60585], [-5.39014, -1.91557, 3.93841], [-6.94624, 0.08097, 3.99083], [-7.64810, -0.57932, 5.43470], [-8.81796, -0.76066, 2.91119], [-9.17281, -1.93929, 4.11346], [5.40119, 7.14577, 0.22454], [4.89118, 6.37906, -0.89465], [4.73855, 4.94128, -0.77592], [5.98490, 4.24868, -0.38431], [6.95002, 3.67570, 0.01366], [6.48105, 7.21846, 0.09529], [5.17542, 6.67662, 1.18216], [5.13466, 8.20230, 0.19656], [5.66206, 6.47582, -1.65915], [3.95827, 6.81567, -1.25121], [4.26858, 4.46199, -1.63470], [4.06207, 4.80795, 0.06829], [-7.55560, 1.15445, -8.51800], [-6.65567, 1.41423, -7.30041], [-6.64910, 0.15647, -6.42136], [-5.51303, -0.74725, -6.42365], [-4.63971, -1.44270, -6.43634], [-8.61169, 0.98856, -8.30530], [-7.11838, 0.28791, -9.01405], [-7.38363, 1.98433, -9.20344], [-6.90103, 2.21670, -6.60476], [-5.66506, 1.62797, -7.70178], [-7.59004, -0.39284, -6.45307], [-6.69807, 0.53056, -5.39874], [2.27417, -5.71570, 5.75299], [0.79550, -5.35303, 5.67384], [0.38988, -4.88467, 4.29076], [0.89564, -5.70752, 3.08653], [1.18556, -6.38552, 2.15708], [2.87329, -4.80955, 5.66334], [2.64395, -6.38816, 4.97892], [2.54706, -6.17031, 6.70533], [0.55102, -4.58457, 6.40720], [0.17017, -6.21563, 5.90402], [0.55349, -3.81609, 4.15124], [-0.69810, -4.86857, 4.22676]], "forces_ev_per_a": [[-0.702, 0.500, -0.659], [1.669, 0.627, -0.174], [1.221, 0.165, 0.925], [0.992, 1.107, -1.914], [-1.710, -1.463, 2.512], [0.504, 0.167, -0.470], [0.724, 0.499, 0.073], [-0.729, -0.725, -0.225], [-1.557, -1.264, -1.631], [1.928, 1.115, 1.524], [-1.558, -1.123, -0.403], [4.604, 2.088, 0.143], [-3.809, -0.109, 0.128], [1.222, 2.063, 1.551], [-0.669, -0.951, -0.491], [0.027, -2.091, -0.960], [0.495, 0.431, 0.692], [0.915, 1.113, 0.050], [-2.098, -0.657, 1.012], [0.426, -2.089, -1.014], [-0.850, 0.264, 0.418], [4.965, -0.685, -5.120], [-3.309, 0.221, 3.588], [-0.855, 0.629, 0.456], [-0.771, 0.678, 0.027], [0.762, -0.449, 0.256], [0.639, -3.955, 0.804], [-1.139, 0.952, 0.470], [0.614, 3.685, -1.113], [-2.553, 0.753, -0.783], [0.217, -0.204, 0.394], [-1.087, 0.781, -0.132], [-0.167, -0.756, 0.201], [0.095, -0.852, -0.781], [1.865, 1.916, -1.118], [-0.856, -0.907, 0.935], [0.497, -0.327, -0.455], [0.177, -0.253, 0.069], [0.271, 0.289, 0.532], [-0.011, -0.139, 0.257], [-0.066, 0.418, -0.016], [-0.719, -0.287, 0.287], [-0.005, 0.096, 0.243], [-1.161, 1.656, 0.680], [0.526, -1.263, 0.052], [0.473, -0.833, -1.464], [0.026, -0.396, 0.245], [-0.877, 0.831, 0.519], [0.825, 0.119, 0.007], [-0.221, -0.218, 0.312], [0.890, -0.183, -0.116], [0.338, 0.065, 0.344], [-0.594, -0.142, -0.313], [-0.136, 0.039, -0.182], [0.058, 0.038, -0.293], [0.198, 0.598, -0.029], [0.529, -1.436, 0.065], [-0.515, 0.096, 0.249], [1.397, 0.012, -0.255], [-0.451, 0.236, 0.500], [-0.768, -0.087, -0.330], [0.236, 0.340, -0.257], [0.043, 0.021, 0.013], [0.262, -0.217, -0.061], [-0.727, -0.015, -0.323], [-0.013, 0.071, -0.035], [0.035, 0.028, 0.266], [1.558, 0.966, 1.722], [0.148, 1.479, -3.269], [-0.524, -2.030, 1.576], [3.322, -2.330, 1.505], [-3.693, 1.968, -1.502], [0.240, -0.301, 0.622], [-0.038, 0.357, 0.252], [-0.567, -0.187, 0.172], [-0.446, 0.567, -0.736], [-0.035, -0.229, -0.255], [0.297, 0.035, -0.085], [-0.203, -0.648, 0.175], [0.956, 0.730, 0.051], [-0.031, -0.848, -0.373], [-0.245, 0.451, 1.637], [-3.558, 2.756, -0.588], [3.586, -3.267, 0.244], [0.125, 0.129, 0.027], [-0.300, -0.198, -0.102], [-0.594, 0.009, -0.135], [-0.399, 0.278, -0.622], [0.124, -0.033, 0.261], [0.093, -0.253, -0.593], [0.275, -0.092, 0.345], [0.437, 0.275, 0.369], [0.431, -0.949, -0.256], [-0.447, 0.090, -1.435], [0.231, -1.299, -1.536], [-0.998, 2.497, 3.342], [0.078, 0.126, 0.003], [-0.420, -0.092, -0.142], [-0.172, 0.040, 0.064], [-0.012, 0.059, -0.109], [0.128, -0.135, 0.189], [0.854, -0.064, -0.333], [-0.184, -0.493, -0.171]]}

=====

{"formula": "C32H43InN7O4", "method": "ωB97M-V with the def2-TZVPD basis set", "charge": -1, "e_homo_ev": -3.9, "orbital_gap_ha": 0.19119, "total_energy_ha": -2119.49856, "mol_weight_g_mol": 704.559, "symbols": ["In", "C", "C", "C", "C", "C", "C", "C", "H", "H", "H", "H", "H", "H", "H", "H", "C", "N", "C", "C", "C", "C", "C", "C", "C", "C", "H", "H", "H", "H", "H", "H", "H", "H", "H", "H", "H", "H", "C", "C", "C", "C", "N", "H", "H", "H", "H", "H", "H", "H", "H", "H", "O", "C", "O", "C", "C", "C", "C", "C", "C", "N", "O", "O", "H", "H", "H", "H", "C", "C", "C", "C", "N", "C", "N", "N", "N", "H", "H", "H", "H", "H", "H", "H", "H", "H", "H"], "positions_angstrom": [[0.14367, 0.04849, -0.39236], [-0.28805, -3.81504, 2.93334], [0.03998, -2.58265, 3.72899], [-0.93834, -1.62065, 3.97202], [-0.64600, -0.44715, 4.64297], [0.64387, -0.21378, 5.10127], [1.62645, -1.16499, 4.87837], [1.32508, -2.33805, 4.19755], [-1.18186, -4.30863, 3.32122], [0.53455, -4.53108, 2.95576], [-0.48510, -3.54319, 1.89306], [-1.94437, -1.80181, 3.61329], [-1.42146, 0.29391, 4.79219], [0.88409, 0.71055, 5.61124], [2.64085, -0.98699, 5.21193], [2.10974, -3.06111, 4.00543], [2.57087, -4.16437, -1.75170], [3.01762, -2.98843, -1.03232], [3.20207, -1.87385, -1.95344], [2.05043, -2.64619, 0.00593], [2.50349, -1.49583, 0.87422], [3.66779, -1.67043, 1.62216], [4.14640, -0.65461, 2.43102], [3.45227, 0.54508, 2.50607], [2.29663, 0.72460, 1.75990], [1.80585, -0.28305, 0.92488], [3.30844, -4.43753, -2.50836], [1.60367, -4.00504, -2.25928], [2.45833, -5.00261, -1.06136], [3.93034, -2.15249, -2.71717], [3.58209, -1.00662, -1.41430], [2.26288, -1.57647, -2.44776], [1.89865, -3.53565, 0.62695], [1.06611, -2.42180, -0.43924], [4.20190, -2.61168, 1.54569], [5.05421, -0.79902, 3.00611], [3.81347, 1.34537, 3.14217], [1.77700, 1.67381, 1.80938], [-1.64755, 1.77578, -3.67789], [-1.17204, 0.41503, -3.12687], [-0.73146, -0.44724, -4.32472], [-2.38366, -0.26607, -2.47623], [-0.03719, 0.62798, -2.25669], [-2.45769, 1.67043, -4.40797], [-0.81033, 2.28496, -4.16499], [-2.00352, 2.40238, -2.85492], [-1.52671, -0.56772, -5.07076], [-0.43127, -1.43510, -3.96755], [0.13668, 0.01357, -4.80048], [-3.20859, -0.40296, -3.18489], [-2.74720, 0.34014, -1.64098], [-2.09723, -1.24755, -2.09012], [-1.31486, -1.73731, 0.38150], [-2.04638, -0.86468, 0.91190], [-1.74672, 0.35291, 0.97022], [-3.37523, -1.29302, 1.48294], [-3.78473, -2.61657, 1.36727], [-4.99430, -3.02217, 1.90461], [-5.77377, -2.07901, 2.55271], [-5.39270, -0.75347, 2.67680], [-4.18117, -0.36447, 2.13214], [-7.06020, -2.50263, 3.13300], [-7.74080, -1.66025, 3.68577], [-7.37509, -3.67245, 3.02759], [-3.13649, -3.31355, 0.85399], [-5.33826, -4.04274, 1.83184], [-6.03797, -0.05654, 3.18973], [-3.83506, 0.65776, 2.20028], [2.15170, 3.93784, -3.96786], [1.72036, 5.33332, -3.52779], [2.81027, 6.01991, -2.71100], [0.38945, 5.30659, -2.77128], [0.47255, 4.62127, -1.49593], [0.46191, 3.31184, -1.23171], [0.60108, 3.16236, 0.06799], [0.70185, 4.40827, 0.58543], [0.63004, 5.29144, -0.33930], [3.05931, 3.99383, -4.57143], [1.37821, 3.44513, -4.55950], [2.36335, 3.29526, -3.11157], [1.52734, 5.93315, -4.42466], [3.03778, 5.44691, -1.81032], [2.50766, 7.02047, -2.39676], [3.72817, 6.10411, -3.29503], [-0.37524, 4.80345, -3.36468], [0.05197, 6.31913, -2.55172], [0.32016, 2.44927, -1.91594]], "forces_ev_per_a": [[-0.063, -0.023, 0.095], [-0.007, -0.010, -0.021], [0.048, 0.124, 0.040], [-0.072, -0.158, -0.059], [0.036, 0.042, 0.027], [-0.003, -0.005, -0.002], [-0.011, -0.034, -0.003], [0.033, 0.019, -0.011], [0.000, -0.003, -0.002], [0.000, 0.004, 0.003], [0.002, -0.006, 0.005], [-0.026, 0.028, 0.030], [0.000, 0.003, 0.006], [-0.002, 0.001, 0.000], [-0.002, 0.002, 0.000], [0.000, -0.001, -0.005], [0.000, 0.000, -0.011], [0.015, 0.004, -0.009], [-0.010, -0.002, 0.011], [-0.029, 0.006, 0.009], [0.017, 0.031, 0.041], [-0.043, 0.003, -0.016], [0.037, -0.023, 0.013], [-0.007, 0.025, 0.004], [-0.004, 0.021, 0.002], [0.020, -0.097, 0.004], [0.000, -0.002, 0.002], [-0.002, 0.000, 0.001], [0.001, 0.001, 0.003], [-0.003, -0.004, -0.001], [0.007, 0.001, -0.004], [0.000, 0.005, -0.007], [0.033, 0.003, 0.005], [-0.022, 0.006, -0.012], [0.009, 0.000, 0.007], [0.002, 0.001, -0.004], [-0.002, -0.001, 0.001], [-0.001, 0.001, -0.003], [-0.008, 0.001, 0.000], [0.030, -0.016, -0.009], [-0.019, -0.006, -0.008], [-0.011, 0.005, 0.014], [-0.026, 0.027, -0.033], [0.001, 0.003, -0.001], [0.007, -0.004, 0.000], [-0.001, 0.004, 0.002], [0.001, 0.000, 0.000], [0.004, -0.002, 0.007], [0.002, 0.004, -0.003], [-0.001, 0.002, -0.006], [0.005, -0.005, 0.000], [0.003, -0.003, -0.003], [-0.001, 0.052, -0.043], [-0.035, -0.031, -0.017], [0.059, 0.012, -0.060], [0.008, -0.028, 0.026], [0.019, 0.014, 0.001], [-0.012, 0.001, 0.006], [0.013, 0.008, 0.000], [-0.011, -0.011, 0.004], [0.018, -0.001, -0.015], [-0.017, 0.002, -0.008], [0.007, 0.011, 0.006], [0.009, -0.013, -0.004], [-0.005, -0.002, 0.004], [0.000, -0.002, 0.000], [0.000, 0.001, 0.000], [-0.005, 0.001, 0.005], [0.001, 0.000, -0.014], [-0.004, 0.011, 0.006], [-0.004, 0.000, -0.002], [0.016, -0.002, -0.011], [0.024, -0.024, 0.001], [-0.012, -0.016, 0.059], [-0.031, 0.072, -0.030], [0.061, -0.019, 0.016], [-0.035, 0.035, 0.023], [0.001, 0.001, -0.002], [0.001, -0.007, 0.004], [0.001, 0.001, -0.002], [0.001, -0.003, -0.001], [0.000, -0.003, 0.002], [0.001, 0.003, -0.001], [0.002, -0.001, -0.001], [0.001, -0.003, -0.003], [0.002, -0.001, 0.002], [-0.008, -0.026, -0.056]]}

=====

| no. | lowest unoccupied orbital energy (eV) |
| --- | --- |
| 1 | -12.0 |
| 2 | 1.4 |